# C3H7NO2

An isolated molecule of C3H7NO2 in a non-equilibrium geometry (ωB97M-V/def2-TZVPD, the OMol25 dataset).

Results
Multiplicity: 1
SMILES: NCCC(=O)O
HOMO-LUMO gap: 10.46 eV

Structure (XYZ):
```
13
Properties=species:S:1:pos:R:3:forces:R:3:lowdin_charge:R:1
N 1.676 -1.057 -0.870 0.1 -2.0 1.1 -0.016
C 0.460 -0.330 -0.662 -2.0 2.3 -2.2 -0.332
C 0.294 0.294 0.744 1.4 2.2 -0.9 -0.110
C -1.187 0.467 0.812 -1.4 0.3 2.2 -0.534
O -1.992 -0.370 1.174 0.8 1.2 -1.0 0.090
O -1.535 1.794 0.495 -2.1 -1.8 -1.3 0.029
H 1.680 -1.668 -1.705 -0.3 0.8 0.5 0.085
H 1.698 -1.728 -0.082 0.5 0.3 -0.6 0.077
H 0.490 0.543 -1.416 -0.3 -1.2 1.1 0.135
H -0.586 -0.790 -0.834 1.9 -0.4 -0.3 0.127
H 0.669 1.404 0.728 0.0 -2.3 0.3 0.149
H 0.835 -0.335 1.488 -1.0 0.5 -0.2 0.132
H -2.502 1.775 0.127 2.4 0.0 1.3 0.169
```
Positions in Å, forces in eV/Å.

***

# C54H64F9N3OP2Pd

A structure of composition C54H64F9N3OP2Pd in a non-equilibrium geometry (ωB97M-V/def2-TZVPD, the OMol25 dataset).

Results
Multiplicity: 1
HOMO-LUMO gap: 7.00 eV

Structure (XYZ):
```
134
Properties=species:S:1:pos:R:3:forces:R:3:lowdin_charge:R:1
Pd -0.269 -0.029 0.557 0.8 1.1 -1.1 0.308
C 3.191 3.407 1.789 -0.2 0.2 -0.2 -0.058
C 1.844 4.126 1.743 0.0 -0.1 0.2 -0.375
C 1.610 4.885 3.052 0.1 0.1 -0.3 -0.059
C 0.683 3.201 1.471 0.0 -0.1 0.2 -0.215
C 0.359 2.170 2.335 0.1 0.5 -0.2 -0.045
C -0.840 1.445 2.226 -0.1 -0.1 0.0 -0.218
C -1.345 0.829 3.530 0.0 0.0 0.1 -0.350
C -0.355 -0.128 4.198 -0.2 0.0 -0.2 -0.062
C -1.656 1.961 4.521 -0.1 -0.2 -0.1 -0.043
C -1.711 1.702 1.115 0.3 0.0 0.0 -0.177
C -1.368 2.751 0.224 0.2 0.6 0.0 -0.145
C -0.189 3.461 0.422 -0.4 0.0 0.2 -0.027
C -2.184 3.191 -0.979 -0.1 -0.1 -0.1 -0.341
C -1.799 2.264 -2.134 -0.1 0.1 0.1 -0.073
C -3.697 3.265 -0.794 0.2 0.1 -0.1 -0.055
C -3.112 1.191 1.275 -0.3 -0.1 0.1 -0.220
C -3.926 1.990 2.083 0.0 0.0 0.0 -0.063
C -5.155 1.555 2.532 0.1 0.1 0.0 -0.059
C -5.599 0.294 2.174 -0.1 0.0 0.0 -0.066
C -4.840 -0.478 1.316 -0.1 0.0 0.1 -0.089
C -3.604 -0.048 0.831 0.3 0.1 -0.2 -0.280
P -2.596 -1.025 -0.377 -0.4 -0.5 0.1 1.183
C -3.846 -1.482 -1.754 0.1 0.1 0.0 -0.658
C -4.005 -0.241 -2.635 0.1 -0.1 0.1 -0.104
C -3.181 -2.571 -2.599 0.1 0.0 0.2 -0.098
C -5.252 -1.952 -1.389 0.1 0.1 0.0 -0.094
C -2.240 -2.653 0.540 0.1 0.3 0.1 -0.589
C -1.037 -3.275 -0.174 0.0 -0.1 0.1 -0.115
C -1.747 -2.131 1.888 -0.3 0.1 -0.1 -0.309
C -3.327 -3.691 0.779 0.1 0.1 0.0 -0.061
H 3.999 4.133 1.839 0.2 0.0 0.0 0.083
H 3.336 2.797 0.901 0.1 -0.1 -0.1 0.062
H 3.261 2.772 2.668 0.0 -0.1 0.2 0.062
H 1.878 4.859 0.931 0.0 0.0 0.0 0.132
H 1.618 4.206 3.902 0.0 -0.1 0.1 0.074
H 0.649 5.392 3.030 -0.1 0.1 0.0 0.084
H 2.392 5.626 3.200 0.1 0.1 0.1 0.077
H 0.966 2.011 3.214 0.1 0.0 0.1 0.103
H -2.273 0.283 3.342 0.2 0.0 0.0 0.118
H 0.483 0.409 4.639 0.1 0.1 0.1 0.076
H 0.041 -0.825 3.468 0.0 -0.2 0.0 0.035
H -0.849 -0.682 4.995 0.0 0.0 0.1 0.091
H -0.735 2.421 4.874 0.1 0.1 0.0 0.077
H -2.193 1.568 5.382 0.0 0.0 0.1 0.085
H -2.259 2.738 4.063 -0.1 0.1 0.0 0.068
H 0.021 4.299 -0.231 0.0 0.1 -0.1 0.117
H -1.859 4.209 -1.235 0.0 -0.1 0.1 0.131
H -1.799 1.235 -1.770 0.0 0.0 -0.2 0.020
H -0.799 2.501 -2.491 0.1 0.0 0.0 0.061
H -2.491 2.355 -2.968 -0.1 0.0 -0.1 0.082
H -4.124 2.295 -0.562 -0.2 0.0 -0.1 0.055
H -4.154 3.634 -1.711 0.0 0.0 -0.1 0.084
H -3.949 3.960 0.004 -0.1 0.0 0.1 0.083
H -3.570 2.971 2.365 0.1 0.0 0.0 0.120
H -5.746 2.182 3.182 -0.1 0.1 0.0 0.106
H -6.539 -0.079 2.553 -0.1 -0.1 0.0 0.105
H -5.217 -1.448 1.047 0.0 -0.1 -0.1 0.076
H -3.067 -0.004 -3.130 0.1 0.1 0.0 0.054
H -4.330 0.620 -2.053 0.0 0.1 0.0 0.067
H -4.751 -0.434 -3.405 -0.1 0.0 -0.1 0.090
H -2.119 -2.369 -2.727 0.0 -0.1 -0.1 0.048
H -3.641 -2.605 -3.587 -0.1 0.0 -0.1 0.092
H -3.299 -3.551 -2.146 0.1 -0.1 0.0 0.071
H -5.862 -1.125 -1.036 -0.1 0.0 0.1 0.076
H -5.256 -2.750 -0.657 -0.1 -0.1 0.1 0.055
H -5.712 -2.345 -2.297 -0.1 0.0 -0.1 0.089
H -0.288 -2.495 -0.341 0.0 -0.2 0.0 0.020
H -1.293 -3.731 -1.123 -0.1 -0.1 -0.2 0.066
H -0.588 -4.019 0.476 0.1 -0.1 0.0 0.064
H -1.012 -1.319 1.628 -0.5 -0.8 0.9 0.026
H -0.890 -2.791 3.495 -0.1 0.0 0.0 0.073
H -2.585 -1.706 2.458 0.2 0.0 -0.1 0.120
H -3.665 -4.149 -0.145 -0.1 -0.1 -0.1 0.066
H -4.178 -3.265 1.305 -0.1 0.0 0.1 0.069
H -2.903 -4.466 1.417 0.0 -0.1 0.0 0.089
F 3.314 4.979 -5.251 -0.2 0.1 0.2 0.138
C 3.790 3.728 -5.311 0.2 0.2 -0.2 -0.588
F 5.124 3.825 -5.128 0.1 -0.1 0.1 0.137
F 3.623 3.320 -6.580 -0.1 -0.2 0.0 0.140
C 3.155 2.798 -4.316 -0.1 0.1 0.0 -0.114
C 3.360 1.431 -4.465 0.0 0.1 0.0 0.009
C 2.798 0.557 -3.559 0.1 0.2 -0.1 -0.061
C 2.033 1.028 -2.494 -0.1 0.2 0.1 -0.362
C 1.859 2.395 -2.339 0.0 -0.2 0.2 -0.080
C 2.411 3.283 -3.250 0.2 0.1 -0.3 0.006
P 1.304 -0.197 -1.312 0.0 0.1 -0.1 1.078
C 2.921 -0.808 -0.709 0.1 -0.1 0.0 -0.334
C 3.136 -2.114 -0.270 0.1 0.1 -0.3 -0.096
C 4.296 -2.450 0.408 0.2 0.1 0.1 -0.003
C 5.227 -1.469 0.719 -0.1 0.0 -0.1 -0.128
C 5.046 -0.170 0.256 0.1 -0.3 0.1 -0.017
C 3.913 0.145 -0.463 0.0 0.0 -0.1 -0.089
C 6.397 -1.755 1.611 0.2 0.0 0.2 -0.582
F 7.584 -1.635 0.996 0.0 0.0 -0.2 0.148
F 6.366 -2.976 2.164 -0.2 -0.2 -0.1 0.136
F 6.433 -0.886 2.654 -0.1 0.2 0.0 0.114
C 0.794 -1.311 -2.682 -0.2 -0.2 0.0 -0.356
C 1.219 -2.611 -2.925 0.0 0.1 0.1 -0.062
C 0.734 -3.321 -4.008 -0.1 0.1 -0.2 0.004
C -0.170 -2.730 -4.880 -0.1 0.0 0.1 -0.123
C -0.604 -1.430 -4.653 0.1 -0.2 -0.2 -0.011
C -0.129 -0.738 -3.558 0.0 -0.1 0.1 -0.096
C -0.689 -3.532 -6.037 0.0 -0.2 -0.3 -0.586
F -1.265 -4.684 -5.644 0.0 0.0 0.2 0.138
F 0.290 -3.889 -6.892 0.2 0.1 0.1 0.136
F -1.603 -2.880 -6.771 -0.1 0.2 0.1 0.137
H 3.948 1.056 -5.289 0.1 0.0 -0.1 0.127
H 2.959 -0.503 -3.677 0.0 -0.1 -0.1 0.117
H 1.293 2.760 -1.494 -0.1 0.0 0.0 0.080
H 2.259 4.345 -3.143 0.0 0.1 0.0 0.120
H 2.366 -2.861 -0.378 0.0 -0.1 0.0 0.084
H 4.455 -3.469 0.727 0.0 -0.1 0.1 0.123
H 5.783 0.589 0.473 0.1 0.1 0.0 0.126
H 3.790 1.159 -0.813 0.0 0.1 0.0 0.095
H 1.937 -3.084 -2.279 0.1 -0.1 0.1 0.090
H 1.062 -4.336 -4.173 0.0 -0.1 -0.1 0.127
H -1.313 -0.970 -5.325 -0.1 0.0 0.0 0.125
H -0.478 0.269 -3.379 0.0 0.1 0.0 0.090
C 3.527 -1.854 4.615 0.0 0.2 0.2 -0.023
N 2.753 -2.075 3.428 -0.1 0.3 -0.1 -0.081
C 2.086 -3.327 3.099 -0.1 0.2 -0.2 -0.138
C 1.240 -2.980 1.891 0.6 -0.5 -0.3 -0.053
O -1.148 -3.163 2.646 -0.3 -0.2 0.3 -0.073
N 1.368 -1.657 1.716 -0.5 -0.2 -0.2 0.003
C 2.266 -1.160 2.582 0.6 0.0 0.8 -0.444
N 2.619 0.126 2.551 0.0 -0.4 0.0 0.241
H 4.014 -2.789 4.893 0.0 0.1 0.0 0.097
H 2.894 -1.520 5.447 0.1 -0.1 0.0 0.094
H 4.299 -1.104 4.440 0.1 -0.1 0.0 0.078
H 1.449 -3.679 3.916 0.0 0.0 0.0 0.125
H 2.814 -4.110 2.867 0.0 0.0 0.0 0.119
H 2.197 0.664 1.801 0.1 0.0 0.1 0.072
H 3.440 0.471 3.017 0.0 0.0 0.0 0.111
```
Positions in Å, forces in eV/Å.